Record 1
94
Properties=species:S:1:pos:R:3:forces:R:3:mulliken_charge:R:1 method="wB97M-V/def2-TZVPD" e_above_lowest_ev=2.3352 e_tot_ha=-9929.3297 lumo_ev=0.8 homo_lumo_gap_ev=3.7 total_charge=-1
Ba -0.640 1.038 -1.339 0.6 0.2 0.6 1.47
C -2.689 3.204 6.070 0.0 0.0 0.0 -2.43
C -1.994 2.928 4.734 0.0 -0.1 0.0 2.59
C -1.786 4.260 4.004 0.0 0.0 0.0 -1.46
C -0.632 2.279 5.028 0.0 -0.1 0.0 -1.27
C -2.804 1.976 3.849 0.0 0.0 0.0 0.03
C -3.984 1.363 4.303 0.0 0.0 -0.1 -0.30
C -4.687 0.450 3.533 0.0 0.0 0.0 -1.30
C -4.187 0.135 2.276 -0.1 0.0 0.1 1.58
S -4.764 -1.013 1.117 -0.1 -0.2 0.0 -0.49
C -3.407 -0.638 0.064 -0.1 -0.1 -0.3 0.30
N -2.625 0.290 0.524 -0.3 0.1 0.3 0.58
C -3.032 0.747 1.790 0.3 -0.1 -0.4 -3.02
C -2.343 1.673 2.570 0.1 0.0 0.0 0.85
C -3.179 -1.427 -1.186 -0.1 0.1 0.3 1.03
C -4.139 -2.382 -1.562 0.0 0.0 0.1 -0.67
C -3.922 -3.189 -2.665 0.0 0.1 0.0 -0.78
C -2.751 -3.020 -3.401 0.0 0.0 0.1 -0.59
C -1.833 -2.045 -3.027 0.0 0.0 0.1 -0.84
C -1.984 -1.206 -1.899 -0.5 -0.7 -0.3 0.05
H -2.071 3.895 6.648 0.0 0.0 0.0 0.44
H -2.817 2.295 6.667 0.0 0.1 0.0 0.44
H -3.669 3.670 5.929 0.1 0.0 0.0 0.45
H -1.219 4.947 4.642 0.0 0.0 0.0 0.41
H -2.748 4.726 3.765 0.1 0.0 0.0 0.35
H -1.229 4.161 3.069 -0.1 0.0 0.1 0.09
H -0.023 2.948 5.644 0.0 0.0 0.0 0.43
H -0.069 2.087 4.112 0.0 0.0 0.1 -0.01
H -0.766 1.334 5.570 0.0 0.1 0.0 0.30
H -4.369 1.602 5.285 0.0 0.0 0.0 0.47
H -5.593 -0.011 3.910 0.1 0.0 0.0 0.39
H -1.442 2.148 2.178 -0.1 -0.1 0.1 0.27
H -5.065 -2.498 -1.002 0.1 0.0 0.0 0.36
H -4.662 -3.924 -2.959 0.0 0.0 0.0 0.37
H -2.570 -3.639 -4.275 0.0 0.0 0.0 0.42
H -0.950 -1.927 -3.657 -0.1 0.0 0.0 0.30
Se -0.632 5.560 0.582 -0.1 -0.1 -0.1 -0.70
Te 0.974 3.837 -0.217 0.2 0.5 0.1 -0.05
Te 2.049 3.409 2.266 0.1 -0.2 0.1 -0.29
Se 3.332 1.249 2.093 0.0 -0.1 0.0 -0.55
C 0.972 -3.874 0.693 0.0 0.1 0.2 -0.96
C 0.379 -2.706 -0.139 0.0 0.1 0.3 0.31
N -0.198 -1.706 0.759 0.0 -0.1 -0.1 0.80
C 0.830 -1.128 1.623 -0.2 -0.1 -0.1 0.46
C 1.480 -2.224 2.499 -0.1 0.0 -0.1 -0.77
N 0.782 -3.529 2.152 -0.1 0.2 -0.2 -0.07
C -0.693 -3.429 2.452 0.2 0.1 -0.1 -1.06
C -1.267 -2.303 1.553 0.2 0.1 0.1 -0.40
H 2.039 -4.018 0.536 0.0 0.0 0.0 0.50
H 0.458 -4.819 0.527 0.0 0.0 0.0 0.35
H -0.389 -3.063 -0.822 -0.1 0.0 0.0 0.38
H 1.161 -2.231 -0.733 0.0 0.0 0.0 -0.65
H 0.393 -0.352 2.249 -0.1 0.0 0.0 -0.19
H 1.587 -0.626 1.026 0.1 0.0 0.0 0.01
H 1.340 -2.061 3.565 0.0 0.0 0.0 0.31
H 2.541 -2.354 2.297 0.0 0.0 0.0 0.39
H 1.183 -4.268 2.717 0.1 -0.1 0.1 0.31
H -0.787 -3.215 3.514 0.0 0.0 0.0 0.35
H -1.128 -4.404 2.243 0.0 0.0 0.0 0.34
H -1.716 -1.530 2.176 0.0 0.0 0.0 0.11
H -2.034 -2.696 0.889 0.0 0.0 0.0 0.38
C 4.940 -2.159 -3.752 0.0 0.0 0.0 -1.43
C 3.532 -2.038 -3.168 0.1 0.0 -0.1 -0.62
P 3.212 -0.605 -2.043 -0.1 0.0 0.0 0.82
C 4.507 -0.861 -0.761 0.1 -0.1 0.1 -0.70
C 4.412 -2.214 -0.060 0.0 0.0 0.1 -1.13
C 3.997 0.780 -2.964 -0.1 0.2 0.1 -0.75
C 3.614 2.133 -2.352 0.1 -0.1 0.0 -0.86
H 5.052 -3.086 -4.320 0.0 0.0 0.0 0.43
H 5.703 -2.156 -2.968 -0.1 0.0 0.0 0.27
H 5.159 -1.331 -4.428 0.0 0.0 0.0 0.29
H 3.281 -2.941 -2.602 0.0 0.0 0.0 0.31
H 2.791 -1.976 -3.969 0.0 0.0 0.0 0.49
H 4.360 -0.058 -0.033 0.0 0.0 0.0 -0.01
H 5.501 -0.721 -1.196 0.0 -0.1 0.0 0.60
H 3.370 -2.432 0.198 0.1 0.0 0.0 -0.07
H 4.991 -2.217 0.869 0.0 0.0 -0.1 0.51
H 4.772 -3.036 -0.685 0.0 0.0 0.0 0.30
H 3.664 0.727 -4.001 0.0 0.0 0.0 0.50
H 5.078 0.636 -2.955 0.1 0.0 0.0 0.52
H 2.572 2.374 -2.567 0.0 0.0 0.0 0.01
H 4.224 2.940 -2.762 0.0 0.0 0.0 0.35
H 3.735 2.146 -1.263 0.0 0.0 -0.1 0.22
Cl -2.324 3.783 -2.640 0.1 -0.1 -0.1 -0.21
C -1.421 3.184 -4.041 -0.2 0.2 0.0 1.31
C -0.604 2.093 -3.837 0.0 0.1 -0.6 -1.63
C 0.058 1.657 -4.960 0.1 -0.1 -0.1 0.56
Cl 1.072 0.202 -4.792 -0.1 0.1 -0.1 -0.23
C -0.026 2.255 -6.215 0.1 -0.1 0.0 -0.53
Cl 0.871 1.655 -7.573 -0.1 0.0 0.1 -0.22
C -0.863 3.362 -6.364 0.0 -0.1 0.1 0.74
Cl -1.015 4.132 -7.902 0.0 0.0 0.0 -0.22
C -1.582 3.832 -5.264 0.0 0.0 0.1 -0.54
Cl -2.647 5.183 -5.438 0.1 -0.1 0.0 -0.21

Record 2
66
Properties=species:S:1:pos:R:3:forces:R:3:mulliken_charge:R:1 method="wB97M-V/def2-TZVPD" e_above_lowest_ev=1.5240 e_tot_ha=-2576.6966 lumo_ev=0.4 homo_lumo_gap_ev=7.6 total_charge=-1
Rb 2.197 5.405 -3.200 -0.3 -0.4 0.1 1.04
O 1.612 2.639 -2.942 -0.5 -0.8 0.0 -0.67
C 1.159 1.572 -2.536 2.8 5.3 -2.1 0.17
O 1.699 0.858 -1.679 1.7 -2.5 3.1 -0.69
B 0.725 -0.190 -1.349 0.1 -1.1 1.1 1.11
O -0.369 -0.028 -2.309 0.7 -3.9 3.8 -0.35
C -0.027 0.952 -2.968 -4.5 3.0 -5.5 0.74
O -0.723 1.343 -3.880 0.3 0.8 -0.6 -0.95
O 0.278 -0.055 0.048 -0.1 1.9 -2.6 1.49
C 0.707 -1.096 0.624 -0.9 -0.9 7.3 0.58
O 0.620 -1.235 1.859 0.7 -0.2 -2.9 -0.22
C 1.128 -2.092 -0.338 -1.0 -8.0 4.2 -0.45
O 1.296 -1.591 -1.437 0.6 3.5 -5.2 -0.59
O 1.061 -3.328 -0.093 1.0 3.1 -0.9 -0.75
O 3.298 4.398 -1.008 -0.2 -1.1 2.2 -0.74
C 2.962 3.647 -0.063 4.1 3.8 -6.0 0.17
O 3.754 2.960 0.648 0.4 -0.3 0.6 -0.40
B 2.838 2.195 1.492 1.9 -2.3 1.6 1.26
O 1.533 2.547 1.078 -1.9 -3.5 3.7 -0.07
C 1.604 3.385 0.195 -5.9 4.9 -2.8 0.86
O 0.620 4.012 -0.254 2.2 -1.1 0.3 -0.82
O 3.148 2.347 2.888 -0.8 3.8 -2.4 -0.68
C 3.488 1.211 3.302 0.3 -1.3 11.1 0.43
O 3.496 0.998 4.550 1.1 0.1 -4.0 -0.65
C 3.427 0.188 2.324 0.3 -5.0 3.1 0.61
O 3.011 0.738 1.314 -1.7 2.0 -6.8 -0.39
O 3.424 -1.002 2.562 1.1 0.5 -0.9 -0.82
O -0.741 -1.758 4.341 0.4 0.7 -0.1 -0.75
H -0.133 -2.430 4.037 -0.1 -0.5 -0.1 0.26
H -0.129 -0.986 4.293 -0.8 -0.2 0.4 0.41
O -1.430 2.244 -0.603 1.7 1.5 -2.7 -0.57
H -1.057 2.922 -0.047 0.0 0.4 0.2 0.30
H -1.970 1.667 -0.149 -1.9 -1.9 1.5 0.29
O -0.602 -4.560 -2.468 -0.1 -0.3 -0.6 -0.73
H -1.267 -5.185 -2.145 0.6 -0.1 -0.1 0.30
H 0.206 -4.656 -1.949 0.0 -0.1 0.3 0.35
O -1.902 -3.109 -0.735 -0.1 0.5 0.1 -0.59
H -2.342 -3.881 -0.405 -0.8 -0.2 1.0 0.28
H -1.415 -3.521 -1.445 0.7 0.5 -0.9 0.33
O -3.443 1.401 -2.992 -3.1 0.7 0.1 -0.65
H -3.477 2.308 -2.680 -0.1 0.0 0.2 0.32
H -2.549 1.234 -3.091 3.0 -0.6 -0.6 0.34
O -1.120 2.241 2.235 0.7 1.5 0.1 -0.81
H -0.416 2.409 1.579 -0.5 -0.4 0.5 0.29
H -1.708 1.602 1.875 -0.6 -0.8 -0.5 0.26
O -0.998 -4.189 1.654 0.2 -0.6 -0.3 -0.73
H -0.433 -4.388 0.881 -0.2 0.5 0.8 0.36
H -1.329 -3.303 1.459 -0.1 -0.1 0.0 0.31
O -2.100 -1.637 -3.508 0.0 0.9 1.0 -0.56
H -1.809 -2.236 -4.162 0.3 -1.1 -1.2 0.30
H -1.284 -1.385 -3.043 -0.6 -0.1 -0.3 0.44
O -1.875 3.147 -5.781 1.4 0.1 0.5 -0.68
H -1.570 2.726 -4.935 -0.9 0.2 -1.1 0.44
H -2.821 3.169 -5.865 -0.5 -0.3 0.5 0.29
O 2.142 -2.286 4.499 1.0 1.1 -0.9 -0.66
H 2.458 -2.069 3.584 -0.2 0.0 1.2 0.44
H 1.662 -3.077 4.371 -0.8 -1.5 0.0 0.30
O -2.310 -1.366 1.847 0.4 -2.0 -0.3 -0.69
H -2.592 -0.482 1.774 -0.4 1.5 -0.1 0.30
H -1.428 -1.400 2.243 -0.2 0.4 0.6 0.28
O -3.339 -0.729 -0.963 1.9 -0.1 -0.8 -0.68
H -3.261 -0.412 -1.898 -0.4 -0.3 1.2 0.35
H -2.519 -1.311 -0.858 -1.9 0.7 0.0 0.22
O 0.394 0.817 3.825 0.2 0.5 -0.2 -0.77
H 0.689 0.274 3.095 0.5 -0.9 -0.2 0.15
H -0.165 1.412 3.288 -0.2 0.1 0.8 0.74